{"formula": "C22H42BCl10F4O6S2", "method": "the ωB97M-V functional and the def2-TZVPD basis", "elements": ["B", "F", "F", "F", "F", "C", "C", "C", "S", "O", "O", "C", "H", "H", "H", "H", "H", "H", "H", "H", "C", "C", "C", "S", "O", "O", "C", "H", "H", "H", "H", "H", "H", "H", "H", "O", "C", "O", "C", "C", "C", "H", "H", "H", "H", "H", "H", "Cl", "C", "C", "Cl", "H", "H", "H", "H", "Cl", "C", "C", "Cl", "H", "H", "H", "H", "Cl", "C", "C", "Cl", "H", "H", "H", "H", "Cl", "C", "C", "Cl", "H", "H", "H", "H", "Cl", "C", "C", "Cl", "H", "H", "H", "H"], "xyz": [[0.2573, -0.0643, 0.7560], [1.0892, 0.4903, 1.7394], [1.0241, -0.4264, -0.3822], [-0.3688, -1.2225, 1.2585], [-0.7321, 0.8639, 0.3753], [-0.3829, 4.4629, -0.5885], [-1.4069, 5.3202, -1.3341], [-2.6786, 4.4766, -1.4719], [-2.0862, 2.7710, -1.8240], [-2.1386, 2.5656, -3.2528], [-2.7981, 1.8898, -0.9216], [-0.3814, 3.1288, -1.3045], [-0.6026, 4.4151, 0.4769], [0.6337, 4.8416, -0.6901], [-1.0333, 5.6759, -2.2968], [-1.6038, 6.2279, -0.7596], [-3.4742, 4.7736, -2.1521], [-3.1738, 4.4694, -0.4976], [0.0657, 3.3059, -2.2860], [0.0578, 2.2578, -0.8209], [1.4801, -3.8163, -0.3295], [1.6719, -3.1236, -1.6861], [1.6480, -4.1744, -2.7857], [0.3579, -5.3659, -2.2336], [0.7677, -6.7383, -2.4352], [-0.8851, -4.9545, -2.8558], [0.4003, -4.9024, -0.4282], [1.2826, -3.1224, 0.4863], [2.4433, -4.2901, -0.1228], [2.5945, -2.5408, -1.6879], [0.9008, -2.3733, -1.8660], [2.5563, -4.7780, -2.7838], [1.3257, -3.8757, -3.7777], [0.8648, -5.8037, -0.0204], [-0.5774, -4.8554, 0.0411], [-3.9619, -2.9536, -0.8702], [-3.2913, -2.2413, -1.5586], [-3.7087, -1.6620, -2.6790], [-2.6805, -0.8615, -3.2673], [-1.3667, -1.3460, -2.6585], [-1.8398, -1.8677, -1.2723], [-2.8709, 0.1454, -2.9057], [-2.6390, -0.9457, -4.3502], [-0.7438, -0.4542, -2.5745], [-0.8791, -2.1556, -3.1984], [-1.7024, -1.0537, -0.5549], [-1.1540, -2.6282, -0.9109], [0.1844, -2.3256, 5.3247], [-0.0587, -1.6103, 3.6888], [-0.9775, -0.4179, 3.7068], [-2.6172, -0.8295, 4.2216], [-0.3793, -2.4437, 3.0733], [0.9211, -1.2869, 3.3430], [-1.0684, -0.0180, 2.6950], [-0.6395, 0.4266, 4.3049], [5.0634, -1.1495, 0.2065], [3.7979, -2.3948, 0.4180], [2.9456, -2.1056, 1.6276], [3.6868, -2.6549, 3.1669], [4.2826, -3.3528, 0.6175], [3.2215, -2.5344, -0.4930], [1.9420, -2.5198, 1.6120], [2.8678, -1.0246, 1.6956], [3.1618, 3.1339, -0.4413], [3.4015, 1.4153, -0.8151], [2.7649, 0.9895, -2.1208], [3.6737, 1.8332, -3.4569], [2.9720, 0.8416, 0.0007], [4.4668, 1.2326, -0.8741], [1.7019, 1.1947, -2.2062], [2.8816, -0.0756, -2.3019], [-3.8297, 2.7929, 2.9334], [-2.8912, 1.4697, 2.2009], [-3.8017, 0.6550, 1.2790], [-5.0966, -0.1401, 2.2800], [-2.3798, 0.8815, 2.9595], [-2.0845, 1.9017, 1.6069], [-3.2730, -0.1049, 0.7131], [-4.3471, 1.3258, 0.6255], [-0.7340, 3.7753, 3.9044], [0.6569, 3.1073, 3.0155], [1.8518, 4.0143, 2.9781], [1.4730, 5.5167, 2.0609], [0.2612, 2.9600, 2.0119], [0.8456, 2.1195, 3.4300], [2.6165, 3.5464, 2.3590], [2.2760, 4.3709, 3.9106]], "forces_ev_per_a": [[-0.2, -0.2, -0.4], [0.2, 0.0, -0.2], [0.0, 0.1, 0.2], [0.4, 0.0, -0.9], [0.6, -0.5, 0.3], [0.2, -0.2, -0.4], [-0.3, 0.7, 0.0], [0.1, -0.2, 0.6], [-0.9, 1.7, 1.0], [0.2, -0.4, 0.0], [0.4, 0.0, -0.8], [-0.2, -0.5, -0.9], [-0.2, -0.2, 0.0], [-0.1, 0.3, 0.2], [0.1, -0.3, -0.1], [-0.2, 0.0, 0.0], [0.5, 0.0, -0.5], [0.2, -0.4, 0.1], [0.3, -0.2, 0.1], [-0.1, 0.3, 0.0], [-0.6, -0.1, -0.4], [-0.9, 0.6, -0.7], [-0.3, -1.1, 1.0], [-0.8, 0.6, -0.2], [0.3, 0.4, 0.3], [0.3, 0.1, 0.4], [1.4, -1.6, -0.8], [-0.5, -0.3, -1.0], [-0.3, -0.3, 0.3], [-0.4, -0.3, -0.8], [-0.1, -0.1, 0.1], [0.1, 0.2, -0.3], [0.2, 0.2, 0.0], [-0.3, -0.1, 0.1], [-0.2, 0.8, -0.4], [-0.5, -0.1, -0.1], [1.2, -0.5, 1.4], [-0.6, -0.3, -0.8], [0.7, 0.0, 0.5], [-0.4, 0.3, 0.9], [1.0, 1.1, -1.2], [0.0, 0.2, -0.5], [-0.6, 0.0, 0.0], [0.5, -0.3, 0.0], [-0.1, 0.1, -0.3], [-0.8, -0.1, -0.1], [-0.7, -0.5, 0.1], [0.0, 0.1, 0.1], [0.5, -0.1, 0.6], [0.1, 0.0, -0.3], [0.0, -0.7, 0.7], [-0.3, 0.3, 0.0], [-0.1, 0.0, 0.1], [0.2, -0.5, 0.5], [0.2, -0.3, 0.4], [0.0, -0.4, -0.1], [0.4, -1.1, 0.8], [0.2, 1.2, 0.5], [0.1, 0.0, -0.2], [0.4, 0.2, -0.2], [0.8, 0.9, 1.0], [0.6, 0.2, 0.3], [-0.3, 0.0, 0.3], [-0.1, 0.2, 0.0], [-0.3, -0.6, -0.2], [0.4, 0.4, -0.3], [-0.5, -0.3, 0.1], [0.0, 0.1, 0.0], [0.0, 0.1, 0.1], [0.1, 0.3, 0.0], [0.2, 0.0, 0.2], [0.0, 0.1, 0.2], [0.3, 0.0, -1.0], [-0.4, 0.3, 1.1], [0.0, -0.1, -0.5], [-1.2, 0.9, -0.3], [-0.4, 0.2, -0.1], [0.0, 0.0, 0.1], [0.2, -0.2, -0.1], [0.1, 0.2, 0.4], [-0.6, -0.1, -0.1], [0.3, 0.2, -0.7], [0.0, 0.2, 0.1], [0.3, -0.1, -0.1], [0.4, 0.2, 0.1], [0.1, -0.2, 0.3], [-0.2, -0.4, 0.2]], "largest_force_ha_per_bohr": 0.04405, "mol_weight_g_mol": 908.040, "charge": -1, "de_lowest_kj_mol": 185.76, "e_homo_ev": -7.5, "e_lumo_ev": 1.943, "gap_ev": 9.446}